Record 1
C15H31Cl11FNOP | wB97M-V/def2-TZVPD

The geometry in ORCA input format:
```
! RIJCOSX wB97M-V def2-TZVPD def2/J DEFGRID3
* xyz 1 1
Cl -6.07681 2.23011 -0.31926
Cl -1.62211 -0.74294 -2.18795
Cl 1.58844 0.91120 -3.27369
Cl -4.49427 4.79909 -1.92730
Cl -3.78933 1.56946 -3.42204
Cl -1.01244 -5.68395 -0.46196
Cl 2.88370 -2.48207 4.41410
Cl -0.22181 -1.35999 3.65519
Cl 2.19104 3.49835 -0.58650
Cl -1.21810 -3.89177 -3.34605
Cl 2.42778 -1.97575 -4.85274
P 2.97117 1.58019 -0.31124
F 6.34346 1.84163 2.98043
O 1.70923 0.55104 -0.21641
N 5.25125 0.99200 3.08022
C -6.25365 4.55172 -1.75987
C 2.86300 1.17449 3.89032
C 4.31059 1.61917 4.05515
C 4.68305 0.80100 1.71650
C 2.36835 1.09919 2.42530
C 0.78726 0.20101 -4.70915
C 0.78692 -1.30358 -4.66614
C -2.49594 -5.07816 -1.24467
C 0.56947 -2.81980 3.00424
C 3.44784 1.66539 1.49763
C -2.39392 -5.09085 -2.74841
C -3.24225 1.41754 -1.73583
C -6.62287 3.92445 -0.43955
C -1.81315 0.95041 -1.64865
C 1.45537 -3.48495 4.02624
H -2.09575 -6.06665 -3.12259
H 1.39585 1.55797 2.29091
H -3.34000 2.40100 -1.28288
H -1.47380 0.99495 -0.61366
H 4.32678 -0.22878 1.68943
H 0.37738 -1.67279 -3.73307
H 2.26467 1.93272 4.39127
H 1.82451 -4.43121 3.63585
H -3.91508 0.73680 -1.22434
H -0.23450 0.57755 -4.72200
H 5.62750 0.10043 3.41490
H 1.16418 0.70473 -1.01411
H -0.21873 -3.50615 2.70073
H 0.92698 -3.67927 4.95544
H -2.68660 -4.07552 -0.86993
H -6.71768 5.53313 -1.83938
H -6.58622 3.94389 -2.59765
H 1.30335 0.57227 -5.59038
H 1.13067 -2.52903 2.11920
H -6.19588 4.47445 0.39493
H 2.26328 0.04438 2.17495
H 4.44692 2.69286 4.04644
H -7.70556 3.91520 -0.32814
H -3.35873 -4.83486 -3.18264
H 5.42123 0.95124 0.93443
H 3.65511 2.71875 1.68670
H 4.64395 1.30019 5.03997
H 0.18569 -1.69087 -5.48708
H 2.65593 0.25374 4.42743
H -1.15592 1.57225 -2.25424
H -3.31080 -5.72696 -0.92840
*
```

Kohn-Sham gap   0.3271 Ha
LUMO   -2.92 eV
HOMO level   -11.8 eV



Record 2
C15H31Cl2N2O4S | wB97M-V/def2-TZVPD

The geometry in ORCA input format:
```
! RIJCOSX wB97M-V def2-TZVPD def2/J DEFGRID3
* xyz 1 1
Cl -0.14635 -8.18905 0.50724
Cl -2.71415 -4.76322 -0.02084
S 0.81413 -5.61794 -0.23841
O -3.09121 4.38027 1.50489
O 0.27293 -0.22504 -2.94283
O 2.59215 3.99506 2.71296
O 0.43011 1.32252 -1.35942
N 4.10670 4.12602 1.06180
N -1.19102 5.34160 2.21122
C -0.15109 5.70563 3.16455
C -2.32460 4.63024 2.42512
C -1.86459 -6.64977 -1.78744
C 2.95743 3.64427 1.59972
C -0.24000 0.82721 -2.21926
C 4.68041 3.83225 -0.23819
C -0.62529 -6.46887 0.47819
C -0.63458 -2.13041 -1.73407
C -1.61912 1.34662 -2.55696
C -0.59524 -1.34004 -3.04109
C 0.51450 -3.82120 -0.25235
C -1.94900 -6.35200 -0.28862
C 2.13947 2.68364 0.77245
C 0.47257 -3.20382 -1.66655
C -2.58708 4.15407 3.83433
H -1.61345 -1.06168 -3.32142
H 4.59718 4.76629 1.66613
H 1.31926 -3.37619 0.32914
H -1.20020 -7.48729 -1.99707
H 0.30590 -3.94318 -2.45260
H -1.62689 2.40773 -2.33435
H 0.71440 -6.00568 -1.53133
H -1.59810 -2.62394 -1.59321
H -0.50067 -1.46732 -0.87469
H 1.25808 2.41689 1.34707
H -1.78411 3.49940 4.17495
H -1.07829 5.63273 1.25367
H 0.79158 5.27525 2.83199
H -2.85902 -6.92111 -2.13309
H -0.41948 -3.61798 0.26716
H 4.05533 3.13510 -0.78570
H 5.67314 3.39514 -0.11787
H 2.70264 1.77776 0.54745
H -2.67344 4.99995 4.51664
H -1.86678 1.17830 -3.60454
H -2.61170 -7.08797 0.16209
H 1.41617 -2.70737 -1.89373
H -1.55618 -5.76299 -2.34225
H -0.75540 -6.16250 1.51313
H -0.38114 5.32890 4.15469
H -0.20116 -1.96451 -3.84319
H 1.82148 3.14491 -0.15981
H -2.37152 0.85992 -1.93692
H -0.05815 6.79252 3.21021
H 4.77466 4.74998 -0.82062
H -3.52124 3.60091 3.84162
*
```

ΔE to the lowest compared entry with this formula, charge and spin   0.000 eV
Kohn-Sham gap   0.2530 Ha
LUMO   -3.50 eV
HOMO level   -10.4 eV